Entry 1:
{"formula": "C42H51ClCrNO3S3", "method": "ωB97M-V with the def2-TZVPD basis set", "elements": ["Cr", "C", "C", "C", "C", "C", "C", "C", "N", "C", "C", "C", "C", "C", "C", "O", "C", "C", "C", "C", "C", "C", "C", "C", "C", "O", "C", "C", "C", "C", "C", "C", "H", "H", "H", "H", "H", "H", "H", "H", "H", "H", "H", "H", "H", "H", "H", "H", "H", "H", "H", "H", "H", "H", "H", "H", "H", "H", "H", "H", "H", "H", "H", "H", "H", "H", "H", "H", "H", "H", "H", "H", "Cl", "C", "H", "H", "O", "C", "C", "C", "C", "C", "S", "C", "C", "C", "C", "S", "C", "C", "C", "C", "S", "H", "H", "H", "H", "H", "H", "H", "H", "H"], "coordinates": [[-2.251, -0.089, 0.357], [3.638, 3.421, -1.415], [2.832, 4.201, -0.375], [2.562, 5.605, -0.932], [3.685, 4.317, 0.896], [1.507, 3.518, -0.038], [1.095, 2.358, -0.649], [-0.120, 1.739, -0.290], [-0.678, 0.611, -0.812], [-0.260, -0.331, -1.691], [0.968, -0.413, -2.376], [1.236, -1.451, -3.236], [0.234, -2.417, -3.444], [-0.986, -2.416, -2.792], [-1.235, -1.381, -1.856], [-2.327, -1.341, -1.143], [-2.040, -3.494, -3.045], [-3.346, -2.836, -3.514], [-2.305, -4.291, -1.760], [-1.595, -4.481, -4.126], [2.617, -1.541, -3.889], [3.677, -1.726, -2.792], [2.724, -2.719, -4.858], [2.919, -0.253, -4.667], [-0.932, 2.315, 0.741], [-2.031, 1.696, 1.104], [-0.540, 3.541, 1.331], [0.663, 4.092, 0.931], [-1.452, 4.232, 2.346], [-0.880, 5.572, 2.817], [-1.660, 3.352, 3.586], [-2.811, 4.505, 1.685], [4.585, 3.932, -1.602], [3.106, 3.348, -2.365], [3.864, 2.410, -1.068], [3.502, 6.104, -1.183], [2.033, 6.226, -0.207], [1.950, 5.547, -1.834], [4.640, 4.799, 0.670], [3.886, 3.328, 1.312], [3.183, 4.907, 1.664], [1.705, 1.917, -1.413], [1.729, 0.326, -2.197], [0.437, -3.219, -4.138], [-3.733, -2.157, -2.756], [-4.100, -3.605, -3.706], [-3.183, -2.279, -4.440], [-2.711, -3.650, -0.984], [-1.384, -4.743, -1.386], [-3.023, -5.091, -1.965], [-1.406, -3.984, -5.081], [-2.390, -5.214, -4.282], [-0.694, -5.026, -3.834], [3.485, -2.639, -2.225], [3.667, -0.892, -2.089], [4.677, -1.792, -3.230], [2.569, -3.673, -4.351], [3.723, -2.734, -5.301], [1.998, -2.640, -5.670], [2.928, 0.618, -4.012], [2.164, -0.084, -5.438], [3.898, -0.320, -5.150], [0.984, 5.018, 1.390], [0.078, 5.448, 3.327], [-1.578, 6.023, 3.525], [-0.746, 6.272, 1.989], [-0.703, 3.143, 4.072], [-2.131, 2.408, 3.322], [-2.299, 3.874, 4.305], [-2.689, 5.158, 0.818], [-3.478, 5.001, 2.396], [-3.278, 3.577, 1.360], [-5.246, -1.485, 0.340], [-4.121, -0.346, 1.241], [-4.090, -0.720, 2.267], [-4.663, 0.603, 1.265], [-0.905, -0.984, 1.335], [-0.617, -1.811, 2.389], [-1.064, -1.178, 3.705], [-1.051, 0.157, 3.967], [-1.495, 0.468, 5.282], [-1.831, -0.645, 5.991], [-1.646, -2.067, 5.055], [0.902, -1.949, 2.393], [1.791, -1.938, 3.423], [3.139, -2.103, 2.990], [3.234, -2.233, 1.639], [1.704, -2.122, 0.880], [-1.241, -3.198, 2.249], [-2.468, -3.496, 1.747], [-2.781, -4.881, 1.834], [-1.784, -5.606, 2.411], [-0.449, -4.617, 2.822], [-0.748, 0.880, 3.223], [-1.569, 1.473, 5.673], [-2.207, -0.705, 7.000], [1.491, -1.819, 4.455], [3.991, -2.120, 3.656], [4.126, -2.359, 1.046], [-3.123, -2.753, 1.318], [-3.705, -5.310, 1.475], [-1.750, -6.668, 2.593]], "e_above_lowest_kj_mol": 0.0, "homo_energy_ha": [-0.15702, -0.17817], "charge": -1, "spin_multiplicity": 5, "orbital_gap_ev": [6.62, 5.89]}

Entry 2:
{"formula": "C42H52NO10P2S", "method": "ωB97M-V with the def2-TZVPD basis set", "elements": ["C", "C", "O", "P", "O", "C", "C", "C", "P", "C", "C", "C", "C", "C", "S", "O", "O", "O", "C", "N", "C", "O", "C", "C", "H", "H", "H", "H", "H", "H", "H", "H", "H", "H", "H", "H", "H", "H", "H", "H", "H", "H", "H", "H", "H", "H", "H", "H", "H", "H", "H", "H", "H", "H", "H", "H", "H", "H", "H", "H", "C", "C", "C", "C", "C", "C", "C", "O", "C", "C", "C", "C", "C", "C", "C", "O", "H", "H", "H", "H", "H", "H", "H", "H", "C", "C", "C", "C", "C", "C", "C", "O", "C", "C", "C", "C", "C", "C", "C", "O", "H", "H", "H", "H", "H", "H", "H", "H"], "coordinates": [[-2.537, 6.370, 6.776], [-2.778, 5.653, 5.441], [-1.934, 4.490, 5.395], [-1.279, 4.077, 3.979], [-1.755, 4.903, 2.852], [-1.611, 2.316, 3.807], [-0.545, 1.387, 4.409], [-0.772, -0.074, 4.012], [0.090, -0.581, 2.335], [0.871, -0.922, 0.600], [1.601, -1.348, 3.286], [1.398, -2.435, 4.356], [2.039, -3.794, 4.067], [3.528, -3.681, 3.747], [4.362, -5.234, 3.847], [4.299, -5.788, 5.168], [5.662, -5.122, 3.240], [3.432, -6.102, 2.884], [-0.911, -2.232, 2.267], [-0.185, -3.414, 1.723], [-0.623, -3.824, 0.384], [0.297, 4.203, 4.232], [0.983, 5.298, 3.593], [0.563, 6.676, 4.107], [-1.729, 7.092, 6.648], [-3.429, 6.886, 7.119], [-2.190, 5.648, 7.511], [-2.562, 6.331, 4.623], [-3.809, 5.307, 5.394], [-1.737, 2.112, 2.745], [-2.555, 2.127, 4.321], [0.460, 1.724, 4.166], [-0.647, 1.449, 5.500], [-1.846, -0.208, 3.835], [-0.526, -0.707, 4.868], [-1.054, 0.078, 1.632], [0.803, 0.718, 2.363], [1.506, -0.073, 0.334], [0.120, -1.001, -0.191], [1.485, -1.824, 0.542], [2.082, -0.489, 3.763], [2.341, -1.711, 2.571], [1.862, -2.100, 5.293], [0.356, -2.607, 4.627], [1.553, -4.343, 3.266], [1.937, -4.405, 4.972], [4.078, -2.983, 4.371], [3.660, -3.388, 2.705], [3.721, -7.020, 2.989], [-1.770, -2.016, 1.621], [-1.348, -2.489, 3.237], [-0.408, -4.185, 2.339], [0.248, -4.134, -0.206], [-1.081, -3.001, -0.156], [-1.291, -4.690, 0.413], [2.035, 5.128, 3.814], [0.854, 5.215, 2.517], [1.426, 7.322, 4.247], [-0.137, 7.125, 3.405], [0.034, 6.572, 5.054], [-4.900, 2.264, -1.825], [-4.600, 1.329, -0.840], [-4.150, 0.069, -1.190], [-4.006, -0.264, -2.530], [-4.321, 0.669, -3.523], [-4.762, 1.936, -3.163], [-4.200, 0.327, -4.966], [-4.462, 1.135, -5.834], [-3.739, -1.048, -5.324], [-3.639, -1.407, -6.664], [-3.182, -2.670, -7.000], [-2.830, -3.578, -6.006], [-2.937, -3.229, -4.675], [-3.391, -1.964, -4.330], [-3.502, -1.616, -2.882], [-3.190, -2.419, -2.032], [-5.238, 3.252, -1.544], [-4.708, 1.593, 0.203], [-3.898, -0.658, -0.430], [-4.992, 2.658, -3.934], [-3.904, -0.692, -7.430], [-3.084, -2.958, -8.039], [-2.462, -4.559, -6.277], [-2.661, -3.925, -3.895], [6.354, 0.868, -3.062], [5.498, 0.741, -1.972], [4.180, 0.365, -2.161], [3.712, 0.117, -3.446], [4.564, 0.262, -4.542], [5.889, 0.631, -4.344], [4.066, 0.050, -5.929], [4.803, 0.177, -6.888], [2.634, -0.328, -6.110], [2.135, -0.487, -7.397], [0.817, -0.866, -7.585], [-0.002, -1.112, -6.487], [0.485, -0.936, -5.204], [1.796, -0.527, -5.011], [2.290, -0.299, -3.621], [1.565, -0.412, -2.662], [7.386, 1.156, -2.909], [5.861, 0.936, -0.972], [3.507, 0.257, -1.320], [6.546, 0.734, -5.196], [2.784, -0.315, -8.244], [0.429, -0.992, -8.588], [-1.022, -1.434, -6.634], [-0.149, -1.112, -4.344]], "homo_energy_ha": -0.13507, "charge": -1, "orbital_gap_ev": 4.33}

no.,DFT total energy (eV)
1,-125468.279
2,-95776.630